DFT (ωB97M-V/def2-TZVPD) results for 2 unconnected molecules or ions with the total composition C9H17N3O at a distorted geometry.

Each line ends with the Mulliken charge.
CARTESIAN COORDINATES (ANGSTROEM)
C  -4.033  -0.273  -0.388  -0.0231
C  0.574  -2.260  -0.396  -0.5259
C  1.383  2.185  0.363  -0.6022
C  0.007  -1.052  -1.230  -0.9477
C  0.523  1.536  -0.748  -0.9661
C  1.659  -1.604  0.479  -0.7471
C  2.060  0.851  0.929  -0.6402
C  -2.172  0.553  0.464  -0.2161
C  0.102  0.156  -0.390  0.2584
N  -3.141  0.713  -0.518  0.0110
N  -3.741  -1.036  0.650  0.0599
N  1.061  -0.273  0.732  0.1420
O  -2.529  -0.562  1.210  -0.2341
H  -5.025  -0.315  -0.900  0.4220
H  -0.165  -2.507  0.384  0.2817
H  0.905  -2.997  -1.133  0.3936
H  2.111  2.792  -0.131  0.3561
H  0.790  2.785  1.096  0.3185
H  0.707  -0.912  -2.171  0.4248
H  -0.916  -1.274  -1.645  0.3887
H  -0.295  2.138  -0.981  0.4833
H  0.974  1.517  -1.692  0.5356
H  1.966  -2.281  1.352  0.3411
H  2.580  -1.509  -0.045  0.3409
H  2.922  0.583  0.375  0.2849
H  2.209  0.969  1.922  0.4928
H  -2.123  1.467  1.103  0.3479
H  -3.268  1.461  -1.285  0.3197
H  -4.023  -1.905  1.079  0.2654
H  0.525  -0.554  1.509  0.4344

## Properties
- LUMO level (spin up / spin down) (eV) = -7.7 / -7.6
- relative energy (zero: lowest compared OMol25 entry of this formula, charge and spin) (kcal per mole) = 81.09
- Kohn-Sham gap (spin up / spin down) (eV) = 7.90 / 8.06
- charge = +2
- DFT total energy (Ha) = -591.8400
- HOMO level (spin up / spin down) (eV) = -15.6437 / -15.7039

DFT (ωB97M-V/def2-TZVPD) results for a single C9H17N3O3 molecule at a distorted geometry.

Each line ends with the Mulliken charge.
CARTESIAN COORDINATES (ANGSTROEM)
O  -0.103  2.316  0.165  -0.6489
O  2.872  -2.839  0.615  -0.7196
O  -1.100  -0.655  -1.890  -0.7228
C  -0.995  2.627  -0.615  0.7228
C  2.118  -1.831  0.308  0.3168
C  -1.252  -0.528  -0.640  0.3519
N  2.520  -0.612  0.545  -0.0894
N  -0.417  -1.168  0.210  -0.1841
N  -2.067  1.860  -0.805  -0.1872
C  -0.747  3.750  -1.677  -1.2788
C  3.805  -0.174  0.988  -0.8932
C  0.183  -3.524  0.225  -1.4931
C  -2.403  0.689  1.293  -1.6477
C  0.662  -2.144  -0.223  0.3033
C  -2.356  0.567  -0.163  0.4694
H  1.896  0.154  0.271  0.2349
H  -0.464  -0.949  1.169  0.2522
H  -2.759  2.260  -1.456  0.2369
H  0.356  3.867  -1.795  0.2920
H  -1.102  3.299  -2.532  0.4330
H  -1.276  4.579  -1.372  0.3401
H  3.774  0.898  1.121  0.3529
H  3.996  -0.700  1.951  0.2894
H  4.582  -0.647  0.261  0.2507
H  -0.864  -3.573  -0.107  0.3894
H  0.272  -3.564  1.281  0.3707
H  0.758  -4.207  -0.293  0.3956
H  -1.553  1.331  1.635  0.3336
H  -3.260  1.382  1.499  0.3823
H  -2.403  -0.356  1.723  0.4167
H  0.685  -2.251  -1.287  0.3243
H  -3.359  0.144  -0.406  0.4059

## Properties
- LUMO level (eV) = 0.6
- relative energy (zero: lowest compared OMol25 entry of this formula, charge and spin) (kcal per mole) = 0.00
- Kohn-Sham gap (eV) = 9.98
- DFT total energy (Ha) = -743.1189
- HOMO level (eV) = -9.3938

DFT (ωB97M-V/def2-TZVPD) results for a single C9H17N3O4 molecule at a distorted geometry.

Each line ends with the Mulliken charge.
CARTESIAN COORDINATES (ANGSTROEM)
C  1.679  -1.582  0.337  0.4177
C  0.081  -1.458  0.990  0.1437
C  2.588  -0.288  0.706  -0.7322
C  3.919  0.003  0.017  0.3085
C  -1.974  -0.351  0.418  -0.3327
C  -2.976  -1.115  -0.501  0.2980
C  -2.163  1.114  0.143  0.2817
C  -1.879  1.962  1.358  -1.6194
C  -1.223  1.754  -1.119  -1.3180
H  2.345  -1.351  -1.517  0.1132
H  1.121  -2.618  -1.360  0.2318
H  2.121  -2.480  0.734  0.4212
H  1.729  0.457  0.690  0.2542
H  2.842  -0.415  1.676  0.3609
H  3.545  1.604  -1.213  0.2275
H  4.886  0.906  -1.514  0.2734
H  -0.355  -1.285  -0.795  0.4209
H  -2.362  -0.619  1.354  0.5757
H  -3.285  1.253  0.146  0.3962
H  -2.815  2.383  1.781  0.3775
H  -1.211  1.652  2.202  0.3084
H  -1.359  2.765  1.040  0.5355
H  -0.887  1.219  -1.963  0.4184
H  -0.333  2.084  -0.570  0.2932
H  -1.825  2.586  -1.504  0.3095
H  -5.027  -1.367  -0.556  0.3694
N  1.623  -1.775  -1.045  -0.6604
N  3.958  0.690  -1.199  -0.4718
N  -0.621  -0.857  0.072  -0.0054
O  -0.139  -1.618  2.175  -0.6583
O  4.888  -0.412  0.491  -0.5001
O  -2.641  -1.897  -1.340  -0.5699
O  -4.249  -0.944  -0.134  -0.4681

## Properties
- LUMO level (eV) = 0.5
- relative energy (zero: lowest compared OMol25 entry of this formula, charge and spin) (kcal per mole) = 75.84
- Kohn-Sham gap (eV) = 9.13
- DFT total energy (Ha) = -818.3047
- HOMO level (eV) = -8.6384

DFT (ωB97M-V/def2-TZVPD) results for a molecular structure, C9H17N4 at a distorted geometry.

Each line ends with the Mulliken charge.
CARTESIAN COORDINATES (ANGSTROEM)
C  0.028  -0.904  0.042  -0.3805
C  -0.008  0.433  0.719  0.1541
C  -2.238  -0.011  0.133  0.5560
C  1.945  -1.798  1.342  -1.5481
C  1.006  -2.932  -0.764  -1.4115
C  0.026  1.458  -1.775  -1.4281
C  -0.693  2.791  0.106  -1.6846
C  1.295  -1.633  -0.113  0.7799
C  0.200  1.627  -0.249  0.2342
N  -1.059  -1.362  -0.365  -0.6050
N  -2.935  0.813  -0.817  0.0038
N  -3.602  0.024  -0.114  -0.5124
N  -1.387  0.512  1.248  -0.1045
H  0.669  0.693  1.528  0.7324
H  2.836  -2.535  1.153  0.3726
H  1.228  -2.072  1.990  0.4510
H  2.544  -0.921  1.540  0.4138
H  0.128  -3.440  -0.234  0.3294
H  1.758  -3.739  -0.798  0.3653
H  0.651  -2.925  -1.826  0.3510
H  0.540  0.577  -2.186  0.2745
H  0.332  2.288  -2.399  0.4570
H  -1.034  1.317  -1.872  0.4299
H  -0.563  3.506  -0.663  0.4197
H  -0.254  3.187  1.002  0.4569
H  -1.769  2.590  0.375  0.3639
H  2.172  -1.067  -0.564  0.3051
H  1.252  1.889  -0.085  0.5199
H  -1.436  0.143  2.205  0.4268
H  -1.636  1.491  1.442  0.2775

## Properties
- LUMO level (eV) = -4.5
- relative energy (zero: lowest compared OMol25 entry of this formula, charge and spin) (kcal per mole) = 119.01
- Kohn-Sham gap (eV) = 9.74
- charge = +1
- DFT total energy (Ha) = -571.7033
- HOMO level (eV) = -14.2840

Q: Which formula does entry 1 have?
A: C9H17N3O

Q: What is the relative energy (zero: lowest compared OMol25 entry of this formula, charge and spin) in the fourth record?
A: 119.01 kcal per mole